No. 1
Density functional theory data (ωB97M-V/def2-TZVPD) for a 5-piece molecular cluster, C18H40F4O15S2 overall.

Properties
Calculated total energy (eV): -82560.813
Molecular weight (Da): 636.63
SMILES: O=C(OS(=O)(=O)F)OS(=O)(=O)C(F)(F)F.COCCOC.COCCOC.COCCOC.COCCOC
E_HOMO (hartree): -0.3337
Lowest unoccupied orbital energy (eV): 0.2
2S+1: 1

Last column: Löwdin charge in e.
Positions of all 79 atoms, in Å:
O  -8.146  3.379  1.443  0.275
C  -7.875  4.491  1.287  -0.586
O  -6.570  4.963  1.251  -0.047
S  -5.941  5.030  -0.203  0.601
O  -5.081  3.937  -0.388  -0.170
O  -6.968  5.359  -1.116  -0.174
F  -5.101  6.275  0.067  -0.063
O  -8.710  5.564  1.273  -0.053
S  -9.990  5.583  0.272  0.737
O  -10.300  4.300  -0.234  -0.180
O  -9.882  6.692  -0.597  -0.184
C  -11.252  6.009  1.551  -0.644
F  -11.317  5.013  2.444  0.157
F  -10.880  7.134  2.175  0.156
F  -12.417  6.171  0.942  0.175
C  -4.936  1.452  2.016  -0.100
O  -4.804  2.320  3.130  -0.192
C  -4.851  1.651  4.379  -0.207
C  -3.473  1.479  4.973  -0.209
O  -2.676  0.595  4.205  -0.188
C  -1.731  1.254  3.380  -0.097
H  -4.710  2.030  1.124  0.068
H  -4.244  0.608  2.079  0.085
H  -5.962  1.076  1.941  0.091
H  -5.339  0.677  4.276  0.127
H  -5.455  2.263  5.057  0.125
H  -3.571  1.045  5.974  0.125
H  -2.983  2.452  5.072  0.126
H  -0.925  1.681  3.986  0.092
H  -2.196  2.044  2.785  0.086
H  -1.302  0.512  2.710  0.070
C  -0.423  -2.114  1.661  -0.110
O  0.670  -1.214  1.649  -0.194
C  1.932  -1.851  1.749  -0.201
C  2.624  -1.933  0.409  -0.197
O  1.938  -2.799  -0.485  -0.222
C  1.169  -2.109  -1.457  -0.095
H  -1.316  -1.549  1.402  0.082
H  -0.294  -2.921  0.935  0.085
H  -0.557  -2.543  2.660  0.093
H  1.825  -2.851  2.180  0.128
H  2.548  -1.253  2.428  0.127
H  3.629  -2.346  0.557  0.123
H  2.730  -0.935  -0.025  0.124
H  1.820  -1.625  -2.193  0.088
H  0.520  -1.361  -0.997  0.087
H  0.554  -2.847  -1.969  0.093
C  3.786  -4.907  -4.792  -0.114
O  3.789  -4.023  -3.689  -0.197
C  3.723  -4.685  -2.429  -0.188
C  5.074  -4.734  -1.761  -0.199
O  6.001  -5.549  -2.462  -0.184
C  6.923  -4.808  -3.238  -0.107
H  4.015  -4.323  -5.682  0.088
H  4.538  -5.692  -4.680  0.085
H  2.800  -5.368  -4.919  0.088
H  3.317  -5.694  -2.543  0.131
H  3.051  -4.100  -1.792  0.101
H  4.963  -5.159  -0.759  0.131
H  5.469  -3.718  -1.656  0.097
H  7.642  -4.285  -2.597  0.089
H  6.417  -4.080  -3.878  0.082
H  7.464  -5.514  -3.866  0.088
C  6.747  -0.987  -0.610  -0.108
O  6.829  -0.501  -1.935  -0.183
C  5.589  -0.561  -2.627  -0.200
C  4.902  0.783  -2.674  -0.201
O  4.483  1.203  -1.385  -0.199
C  5.328  2.179  -0.805  -0.110
H  7.685  -0.760  -0.106  0.091
H  5.927  -0.517  -0.059  0.080
H  6.605  -2.074  -0.612  0.072
H  4.926  -1.302  -2.168  0.113
H  5.802  -0.890  -3.648  0.129
H  4.006  0.698  -3.297  0.126
H  5.562  1.528  -3.128  0.127
H  5.216  3.142  -1.314  0.089
H  6.377  1.874  -0.838  0.085
H  5.026  2.297  0.234  0.089

=====

No. 2
Density functional theory data (ωB97M-V/def2-TZVPD) for C18H40HgOP2Si as an isolated structure.

Properties
Calculated total energy (eV): -51988.764
Energy above the lowest of the compared OMol25 structures with the same formula, charge and spin (kcal/mol): 0.0
Molecular weight (Da): 563.14
E_HOMO (hartree): -0.2217
Lowest unoccupied orbital energy (eV): 0.3
2S+1: 1

Last column: natural (NBO) charge in e.
Positions of all 63 atoms, in Å:
P  -1.516  0.142  0.954  0.816
P  1.663  -0.612  -1.286  0.856
C  -0.585  0.961  -0.400  -0.732
C  0.035  0.242  -1.622  -0.730
H  0.124  1.646  0.091  0.241
H  -1.434  1.545  -0.765  0.258
H  -0.670  -0.510  -2.002  0.229
H  0.220  0.977  -2.418  0.219
C  2.866  0.776  -1.228  -0.948
H  3.878  0.346  -1.191  0.250
H  2.707  1.370  -0.316  0.229
H  2.765  1.408  -2.123  0.207
C  2.071  -1.387  -2.888  -0.945
H  2.536  -0.658  -3.569  0.218
H  1.161  -1.807  -3.342  0.238
H  2.780  -2.204  -2.686  0.254
C  -1.501  0.980  2.564  -0.940
H  -1.329  0.226  3.355  0.266
H  -2.455  1.497  2.763  0.234
H  -0.678  1.713  2.611  0.253
C  -3.099  -0.476  0.379  -0.958
H  -3.149  -0.477  -0.722  0.256
H  -3.935  0.122  0.777  0.238
H  -3.221  -1.504  0.752  0.267
Hg  0.207  -1.409  1.203  1.328
C  -1.112  3.176  -2.074  -0.191
C  -0.024  3.507  -1.345  -0.187
C  0.027  4.596  -0.327  -0.445
C  -1.300  4.800  0.439  -0.449
C  -1.923  3.524  0.928  -0.178
C  -2.939  2.849  0.358  -0.201
C  -3.460  3.095  -1.025  -0.455
C  -2.474  3.782  -2.014  -0.451
C  -0.843  -2.605  2.715  -1.301
H  -0.999  2.455  -2.887  0.203
H  0.959  3.101  -1.612  0.209
H  0.320  5.556  -0.796  0.228
H  0.824  4.358  0.400  0.207
H  -1.053  5.396  1.330  0.222
H  -1.997  5.424  -0.134  0.210
H  -1.614  3.270  1.943  0.200
H  -3.602  2.226  0.973  0.202
H  -4.361  3.734  -0.968  0.231
H  -3.814  2.147  -1.466  0.210
H  -2.915  3.668  -3.021  0.222
H  -2.453  4.866  -1.827  0.211
H  -1.106  -3.571  2.267  0.212
H  -1.734  -2.051  3.033  0.165
H  -0.151  -2.745  3.552  0.213
C  4.382  -4.200  0.743  -1.129
Si  2.481  -4.309  0.833  1.914
C  1.942  -5.555  -0.496  -1.135
C  2.018  -5.041  2.514  -1.143
O  1.845  -2.847  0.642  -1.398
H  4.887  -5.173  0.822  0.220
H  4.756  -3.560  1.553  0.224
H  4.686  -3.740  -0.207  0.218
H  2.486  -6.503  -0.377  0.222
H  0.868  -5.782  -0.453  0.224
H  2.154  -5.176  -1.505  0.219
H  2.571  -4.533  3.316  0.224
H  0.947  -4.939  2.736  0.232
H  2.277  -6.107  2.546  0.219